Density functional theory data (ωB97M-V with the def2-TZVPD basis set) for a molecular structure, C37H31F3GeIrN4O at a distorted geometry.

The charge is +2. For the HOMO-LUMO gap (spin up / spin down), the calculation gives 0.221 / 0.213 hartree. As for the spin multiplicity: 2. As for the relative energy (zero: lowest compared OMol25 entry of this formula, charge and spin): 1.705 eV. As for the maximum force: 0.0528 hartree/bohr.

Atoms and positions in Å:
Ir 0.09283 0.59526 1.78536
C 2.39442 -0.87643 5.00962
C 1.67853 -0.07636 3.98062
N 0.99765 -0.59136 3.04179
N 0.88268 -1.93118 2.88471
C 0.13590 -2.21834 1.85835
O -0.42715 -1.25017 1.08374
C -0.11074 -3.63861 1.60836
C 0.44664 -4.58910 2.46933
C 0.20775 -5.93383 2.26134
C -0.58548 -6.34569 1.19734
C -1.14803 -5.40567 0.34727
C -0.91293 -4.05943 0.55775
C 1.63175 1.39408 3.97324
C 2.39673 2.18540 4.79739
C 2.20442 3.56006 4.80358
C 1.20301 4.10645 4.01842
C 0.50113 3.27369 3.17657
N 0.75311 1.95535 3.10621
H 2.21570 -1.93193 4.84671
H 2.05348 -0.60274 6.01099
H 3.47161 -0.68920 4.97184
H 1.05818 -4.26345 3.29866
H 0.63849 -6.66634 2.93192
H -0.76780 -7.40011 1.03583
H -1.77507 -5.72679 -0.47561
H -1.35278 -3.33109 -0.08558
H 3.14762 1.71845 5.42192
H 2.82217 4.19934 5.42298
H 0.97629 5.16376 4.05056
H -0.29444 3.65196 2.54888
C -3.10753 -1.37975 -0.61948
Ge -1.37117 -0.67442 -1.09333
C -1.56237 0.72865 -2.46020
C -0.60429 1.71469 -2.69658
C -0.90810 2.79030 -3.52356
C -2.16525 2.88185 -4.10894
C -3.12160 1.90521 -3.86394
C -2.82890 0.82181 -3.04271
C -0.29938 -1.92447 -2.09241
C -0.91613 -3.01919 -2.64339
C -0.15650 -3.97724 -3.35107
C 1.17437 -3.77109 -3.56680
C 1.83249 -2.62928 -3.04519
C 3.21046 -2.38666 -3.27428
C 3.82612 -1.29086 -2.74829
C 3.10605 -0.40562 -1.91139
C 1.78195 -0.62106 -1.67121
C 1.09328 -1.70972 -2.26053
H -3.60526 -1.63757 -1.55375
H -3.69741 -0.63358 -0.08621
H -3.00047 -2.25139 0.02076
H 0.38147 1.64989 -2.26158
H -0.16674 3.56031 -3.70251
H -2.39186 3.70935 -4.76895
H -4.10828 1.98088 -4.30427
H -3.58578 0.06285 -2.88892
H -1.98646 -3.17283 -2.54190
H -0.64317 -4.86414 -3.73640
H 1.74507 -4.47818 -4.15850
H 3.77355 -3.09962 -3.86652
H 4.87343 -1.10621 -2.94993
H 3.61630 0.44010 -1.46401
H 1.22767 0.04487 -1.00258
F -1.04050 6.28433 -2.13372
C -1.54609 6.02183 -0.92676
F -2.85055 6.27905 -0.94023
F -0.95986 6.83847 -0.04241
C -1.26391 4.58606 -0.53213
C 0.04361 4.12558 -0.55798
C 0.30722 2.86712 -0.07020
N -0.65083 2.07123 0.44733
C -1.91851 2.51255 0.41779
C -2.26535 3.75720 -0.07182
H 0.84630 4.74005 -0.94732
H 1.31625 2.47216 -0.07175
H -2.66929 1.83808 0.80833
H -3.29971 4.07244 -0.08066

For each atom in turn, the Löwdin charge in e is:
1. Ir 1.2922
2. C 0.0195
3. C -0.2319
4. N -0.1455
5. N 0.1145
6. C -0.3256
7. O -0.3221
8. C -0.1442
9. C -0.0066
10. C -0.0440
11. C -0.0419
12. C -0.0459
13. C -0.0271
14. C -0.1937
15. C 0.0352
16. C 0.0128
17. C -0.0025
18. C -0.0764
19. N -0.0800
20. H 0.0794
21. H 0.1101
22. H 0.1076
23. H 0.1120
24. H 0.1179
25. H 0.1186
26. H 0.1151
27. H 0.0444
28. H 0.1336
29. H 0.1354
30. H 0.1308
31. H 0.1151
32. C -0.1630
33. Ge 1.1516
34. C -0.2728
35. C -0.1193
36. C -0.0631
37. C -0.0481
38. C -0.0513
39. C -0.0902
40. C -0.2532
41. C -0.0926
42. C -0.0447
43. C 0.0047
44. C -0.1442
45. C -0.0072
46. C -0.0531
47. C -0.0580
48. C -0.0750
49. C -0.1741
50. H 0.0445
51. H 0.0409
52. H 0.0285
53. H 0.0783
54. H 0.1176
55. H 0.1195
56. H 0.1187
57. H 0.0961
58. H 0.1084
59. H 0.1174
60. H 0.1278
61. H 0.1260
62. H 0.1153
63. H 0.1086
64. H 0.0509
65. F 0.1737
66. C -0.5966
67. F 0.1765
68. F 0.1730
69. C -0.0754
70. C 0.0260
71. C -0.1582
72. N -0.1565
73. C -0.1035
74. C 0.0545
75. H 0.1499
76. H 0.1203
77. H 0.1224
78. H 0.1422



Density functional theory data (ωB97M-V with the def2-TZVPD basis set) for a molecular structure, C37H31F5N4OP2S2TeTi at a distorted geometry.

The charge is -2. For the HOMO-LUMO gap, the calculation gives 0.244 hartree. As for the spin multiplicity: 1. As for the relative energy (zero: lowest compared OMol25 entry of this formula, charge and spin): 2.334 eV. As for the maximum force: 0.0201 hartree/bohr.

Atoms and positions in Å:
Ti 0.11083 1.02001 -0.18745
C 2.82009 0.47765 1.87713
P 1.19385 0.59233 2.70550
C 1.19121 2.31366 3.46144
C 1.09530 3.44029 2.36021
C 1.15814 4.80818 2.88240
C 1.20153 5.10219 4.19071
C 1.34160 4.05800 5.18847
C 1.40422 2.76381 4.82861
C 1.08257 -0.24394 4.32215
C -0.11401 -0.16092 5.02668
C -0.22220 -0.71174 6.29386
C 0.86954 -1.32989 6.88360
C 2.06976 -1.40247 6.18965
C 2.17666 -0.86560 4.91541
C 2.90199 -0.00350 0.44951
C 4.07709 -0.34759 -0.18053
C 3.73684 -0.67660 -1.51651
C 2.37309 -0.53133 -1.62546
C 1.52506 -0.88385 -2.81289
P 0.02990 -1.80809 -2.22232
C 0.60739 -3.54071 -2.38542
C 0.82551 -4.20410 -3.59262
C 1.28627 -5.51035 -3.60877
C 1.54690 -6.17096 -2.41270
C 1.34378 -5.51966 -1.20665
C 0.87271 -4.21147 -1.19288
C -1.13980 -1.70173 -3.62965
C -2.09924 -2.71094 -3.75313
C -3.09339 -2.64351 -4.71497
C -3.16334 -1.54954 -5.56786
C -2.23476 -0.52851 -5.43958
C -1.23204 -0.60294 -4.48184
N 1.84728 -0.11758 -0.42465
H 3.46483 -0.15743 2.49062
H 3.20851 1.49772 1.95260
H 1.56958 3.27278 1.40307
H 1.20668 5.60619 2.14912
H 1.23445 6.13847 4.50789
H 1.49619 4.33889 6.22399
H 1.64238 2.01773 5.57972
H -0.97137 0.32343 4.57516
H -1.17236 -0.66977 6.81075
H 0.78055 -1.76593 7.87080
H 2.92829 -1.88866 6.63811
H 3.11715 -0.95392 4.38670
H 5.05257 -0.37606 0.28305
H 4.39010 -1.04243 -2.29503
H 2.11426 -1.51566 -3.48257
H 1.21067 0.00000 -3.36625
H 0.61639 -3.69094 -4.52495
H 1.44349 -6.01638 -4.55449
H 1.90744 -7.19306 -2.42437
H 1.54576 -6.02478 -0.27001
H 0.71443 -3.69258 -0.25322
H -2.06944 -3.56011 -3.07892
H -3.82453 -3.44031 -4.78613
H -3.95017 -1.48618 -6.31036
H -2.29597 0.34888 -6.07140
H -0.55585 0.23363 -4.38322
S 0.52632 -1.52941 1.73709
C -1.12945 -1.68475 2.28797
C -1.36294 -2.60414 3.35644
N -1.51113 -3.35080 4.22436
C -2.18908 -1.09858 1.64858
S -2.22089 -0.12368 0.24735
C -3.50500 -1.38121 2.18773
N -4.55050 -1.59659 2.61950
F -1.03891 2.86801 -0.37773
Te -0.52057 3.08980 -2.41878
F -0.34623 2.68963 -4.34938
F -2.33409 2.77468 -2.74998
F -1.20956 4.96913 -2.31806
F 1.37050 2.39005 -0.40425
O -0.47618 1.12124 -1.91720
C -2.37847 3.49103 2.19550
C -1.37182 3.01159 3.23260
C -0.06785 2.55163 2.65031
N -0.05153 1.29619 1.86402
H -3.29691 3.82413 2.68537
H -2.62747 2.69646 1.49346
H -1.97541 4.31968 1.61197
H -1.79824 2.18386 3.80876
H -1.16152 3.80829 3.95132

For each atom in turn, the Löwdin charge in e is:
1. Ti 0.8673
2. C -0.2103
3. P 0.7406
4. C -0.2679
5. C -0.1187
6. C -0.0509
7. C -0.1182
8. C -0.1123
9. C -0.0545
10. C -0.3346
11. C -0.0951
12. C -0.0819
13. C -0.1019
14. C -0.0951
15. C -0.0858
16. C -0.4002
17. C -0.0801
18. C -0.0759
19. C -0.3826
20. C -0.2724
21. P 1.0830
22. C -0.3680
23. C -0.1020
24. C -0.1058
25. C -0.1155
26. C -0.0920
27. C -0.0856
28. C -0.3561
29. C -0.1127
30. C -0.1073
31. C -0.1154
32. C -0.0845
33. C -0.0842
34. N -0.1179
35. H 0.0780
36. H 0.0964
37. H 0.1067
38. H 0.1072
39. H 0.0867
40. H 0.0848
41. H 0.0998
42. H 0.1053
43. H 0.1037
44. H 0.0916
45. H 0.0935
46. H 0.0932
47. H 0.0855
48. H 0.0841
49. H 0.0845
50. H 0.0594
51. H 0.1064
52. H 0.0905
53. H 0.0886
54. H 0.0974
55. H 0.0650
56. H 0.1037
57. H 0.0910
58. H 0.0875
59. H 0.1004
60. H 0.0655
61. S 0.7478
62. C -0.6771
63. C -0.3160
64. N 0.1369
65. C -0.7508
66. S 0.6679
67. C -0.3019
68. N 0.1364
69. F -0.5368
70. Te 1.9613
71. F -0.5631
72. F -0.4316
73. F -0.5948
74. F -0.4457
75. O -0.7534
76. C -0.0866
77. C -0.1660
78. C -0.4417
79. N -0.2418
80. H 0.0662
81. H 0.0461
82. H 0.0737
83. H 0.1053
84. H 0.1037



Density functional theory data (ωB97M-V with the def2-TZVPD basis set) for a molecular structure, C37H32AlNO2Sb2.

The charge is +2. For the HOMO-LUMO gap, the calculation gives 0.255 hartree. As for the spin multiplicity: 1. As for the maximum force: 0.0066 hartree/bohr.

Atoms and positions in Å:
Al 0.92063 -0.42091 -0.43049
C -2.83158 -1.21995 -0.50698
C -4.27007 -1.19337 -0.02004
C -4.59038 0.00698 0.87002
Sb -3.58872 -0.35748 2.72864
C -5.00795 -1.39029 3.88807
C -6.17915 -0.75728 4.29548
C -7.10677 -1.46420 5.04553
C -6.86346 -2.78913 5.38596
C -5.69273 -3.41444 4.98289
C -4.75745 -2.71565 4.23144
C -3.29633 1.51390 3.63741
C -2.70205 1.54332 4.89703
C -2.43554 2.76059 5.50595
C -2.75274 3.94643 4.85667
C -3.34323 3.91860 3.60116
C -3.61321 2.70289 2.98690
Sb -1.25597 -1.20101 0.96297
C -0.73191 -3.15349 1.49835
C 0.61268 -3.39974 1.76606
C 1.01402 -4.68343 2.10188
C 0.07738 -5.70755 2.17174
C -1.26180 -5.45410 1.90706
C -1.67294 -4.17217 1.57187
C -0.18195 0.14269 2.22268
C 0.31902 1.31694 1.65833
C 1.15411 2.13998 2.41095
C 1.50445 1.77155 3.69932
C 1.00116 0.59787 4.25098
C 0.14237 -0.21544 3.52105
H -2.61530 -0.40914 -1.20242
H -2.57479 -2.16018 -1.00400
H -4.52559 -2.12964 0.48331
H -4.88999 -1.16009 -0.92114
H -5.65911 0.11319 1.04565
H -4.22231 0.92716 0.41171
H -6.37117 0.27943 4.04399
H -8.01893 -0.98016 5.36751
H -7.59021 -3.33372 5.97344
H -5.50450 -4.44397 5.25645
H -3.83938 -3.20572 3.92647
H -2.46135 0.62437 5.42052
H -1.98928 2.78266 6.49131
H -2.55041 4.89475 5.33610
H -3.60701 4.84267 3.10465
H -4.09282 2.69627 2.01456
H 1.35906 -2.61357 1.71181
H 2.05749 -4.88326 2.30353
H 0.39489 -6.70805 2.43208
H -1.98861 -6.25300 1.96187
H -2.72203 -3.98441 1.37083
H -0.01383 1.65973 0.67487
H 1.51492 3.06923 1.98893
H 2.16541 2.39857 4.28139
H 1.28218 0.30963 5.25551
H -0.24815 -1.12737 3.96108
O 4.66208 -0.81758 -0.79515
C 3.51146 -0.52203 -0.86252
O 2.51378 -1.08226 -0.17425
C 3.01624 0.57500 -1.79186
C 3.88083 1.28126 -2.62168
C 3.34520 2.25209 -3.42724
C 1.95742 2.51427 -3.40893
C 1.36288 3.50410 -4.22810
C 0.01705 3.72125 -4.18204
C -0.79417 2.95446 -3.31700
C -0.24982 1.99072 -2.51388
C 1.13747 1.75664 -2.54441
N 1.70463 0.79665 -1.74504
H 4.93330 1.03853 -2.59905
H 3.97853 2.82836 -4.09056
H 1.99638 4.07987 -4.89019
H -0.43618 4.47600 -4.80904
H -1.86100 3.13081 -3.29513
H -0.88706 1.39759 -1.86514

For each atom in turn, the Löwdin charge in e is:
1. Al 0.6129
2. C -0.3527
3. C -0.3680
4. C -0.3497
5. Sb 1.5433
6. C -0.3923
7. C -0.1163
8. C -0.0601
9. C -0.0541
10. C -0.0673
11. C -0.1407
12. C -0.3947
13. C -0.1366
14. C -0.0654
15. C -0.0596
16. C -0.0685
17. C -0.1245
18. Sb 1.3932
19. C -0.3838
20. C -0.1281
21. C -0.0456
22. C -0.0411
23. C -0.0540
24. C -0.1207
25. C -0.4578
26. C -0.1886
27. C -0.0421
28. C -0.0335
29. C -0.0312
30. C -0.1196
31. H 0.0495
32. H 0.0736
33. H 0.1013
34. H 0.1259
35. H 0.0730
36. H 0.0591
37. H 0.1061
38. H 0.1161
39. H 0.1167
40. H 0.1134
41. H 0.0830
42. H 0.1031
43. H 0.1143
44. H 0.1149
45. H 0.1126
46. H 0.0904
47. H 0.0899
48. H 0.1215
49. H 0.1205
50. H 0.1187
51. H 0.0991
52. H 0.0852
53. H 0.1226
54. H 0.1226
55. H 0.1240
56. H 0.1152
57. O 0.1945
58. C -0.4720
59. O -0.0354
60. C -0.1207
61. C 0.0578
62. C 0.0719
63. C -0.1221
64. C 0.0090
65. C -0.0296
66. C -0.0293
67. C -0.0214
68. C -0.1686
69. N 0.0950
70. H 0.1425
71. H 0.1422
72. H 0.1324
73. H 0.1238
74. H 0.1210
75. H 0.0840



What is the maximum force in the second record? 0.0201 hartree/bohr



What is the formula in the third record? C37H32AlNO2Sb2



Which of these has the lowest maximum force? C37H32AlNO2Sb2



Number 3 is which compound? C37H32AlNO2Sb2